101
Properties=species:S:1:pos:R:3:forces:R:3:lowdin_spin:R:1 method="wB97M-V/def2-TZVPD" s2=0.7666 relative_energy_kcal_mol=0.00 e_lumo_ev="-1.84 / -2.93" multiplicity=2 e_tot_ev=-110465.9076 charge=+1 largest_force_ev_per_a=0.48 molar_mass_g_mol=972.61
Ir 0.35310 0.06959 -0.92576 0.092 0.132 -0.030 0.06
C 0.82711 -4.25860 1.56435 0.015 0.000 -0.016 0.00
C -0.25179 -3.94106 2.59415 0.001 -0.017 -0.008 0.00
C 0.08913 -4.66482 3.89361 0.008 -0.036 -0.006 0.00
C -1.63163 -4.40605 2.12726 0.015 0.036 0.005 0.00
N -0.30535 -2.46572 2.86246 0.012 0.003 -0.058 0.00
C -0.16633 -1.91091 4.12295 -0.029 0.008 0.053 0.00
C -0.50037 -0.61208 4.03029 -0.024 -0.036 0.014 0.00
N -0.85739 -0.35181 2.72482 0.069 -0.033 -0.097 0.00
B -1.58161 0.98953 2.40451 0.011 -0.006 0.100 0.00
N -0.60278 2.17685 2.21098 -0.018 0.073 -0.069 0.00
C -0.89528 3.38233 2.81554 -0.003 0.017 0.006 0.00
C 0.21645 4.13730 2.80726 -0.028 0.002 0.066 0.00
N 1.21093 3.40394 2.18377 0.049 0.068 -0.042 0.00
C 0.67226 2.22030 1.79322 -0.013 -0.150 0.034 0.00
S 1.51787 0.96200 0.96680 -0.039 -0.042 -0.118 0.00
C 2.66779 3.77225 2.24187 0.039 -0.013 -0.032 0.00
C 2.80435 5.13688 2.91173 0.029 0.013 -0.028 0.00
C 3.27628 3.85822 0.84429 -0.021 0.047 0.072 0.00
C 3.38624 2.73037 3.09979 0.015 0.006 -0.010 0.00
N -2.68584 0.84721 1.34072 -0.036 -0.110 -0.032 0.00
C -3.93999 0.42587 1.72100 -0.001 -0.019 -0.044 0.00
C -4.72979 0.44023 0.63085 -0.026 0.044 0.043 0.00
N -3.95751 0.87110 -0.43145 -0.005 -0.007 -0.020 0.00
C -2.70120 1.09134 0.02245 0.053 0.041 0.020 0.00
S -1.35335 1.71170 -0.87416 0.081 -0.005 -0.174 0.00
C -4.48640 1.09620 -1.81692 0.036 0.005 -0.041 0.00
C -5.97251 0.75234 -1.83943 -0.010 -0.014 -0.021 0.00
C -3.75235 0.17717 -2.78955 0.028 0.042 0.014 0.00
C -4.31794 2.56912 -2.19093 0.001 -0.032 0.008 0.00
C -0.69997 -1.48118 2.00922 -0.057 0.091 0.016 0.00
S -0.96509 -1.62993 0.30813 0.053 0.020 0.016 0.02
H 0.79969 -5.32633 1.34258 0.011 -0.006 0.024 0.00
H 1.81477 -4.01790 1.95998 0.013 0.029 -0.006 0.00
H 0.66564 -3.71184 0.63956 0.012 0.012 -0.027 0.00
H 0.12943 -5.73165 3.67872 0.007 -0.002 -0.001 0.00
H -0.66995 -4.51108 4.66066 -0.006 -0.013 0.002 0.00
H 1.06413 -4.36997 4.28312 0.004 0.003 0.006 0.00
H -1.63271 -5.49308 2.04484 0.003 -0.002 -0.012 0.00
H -1.89011 -3.98504 1.15881 -0.009 0.015 -0.020 0.00
H -2.39492 -4.11781 2.85171 -0.003 -0.003 0.010 0.00
H 0.13227 -2.48088 4.97994 0.019 0.015 -0.005 0.00
H -0.54844 0.14681 4.78968 0.009 0.018 0.006 0.00
H -2.17634 1.25709 3.41723 0.014 -0.004 0.012 0.00
H -1.86726 3.58486 3.22582 -0.021 0.007 -0.014 0.00
H 0.38078 5.11690 3.20837 -0.009 0.017 -0.020 0.00
H 2.30183 5.92285 2.34635 -0.007 -0.006 0.003 0.00
H 3.86464 5.38221 2.94597 0.000 0.010 -0.004 0.00
H 2.43488 5.13239 3.93681 0.005 -0.001 0.014 0.00
H 2.76228 4.61153 0.24530 0.008 -0.002 0.017 0.00
H 3.24293 2.90002 0.33639 -0.001 -0.020 -0.047 0.00
H 4.31956 4.16003 0.93621 0.010 0.007 0.013 0.00
H 2.93701 2.67891 4.09296 -0.008 0.000 0.006 0.00
H 4.43127 3.01963 3.21221 0.007 0.002 0.001 0.00
H 3.35156 1.74260 2.64364 0.013 0.023 0.024 0.00
H -4.16623 0.17394 2.74066 0.001 -0.018 0.016 0.00
H -5.77056 0.20350 0.53660 0.001 -0.011 -0.002 0.00
H -6.15454 -0.29565 -1.59816 -0.003 -0.002 0.003 0.00
H -6.33611 0.92566 -2.85094 -0.005 -0.004 -0.003 0.00
H -6.55200 1.38678 -1.16844 -0.005 0.007 0.004 0.00
H -3.84528 -0.86352 -2.47584 -0.005 -0.014 0.008 0.00
H -2.69900 0.43980 -2.85106 -0.024 -0.010 0.002 0.00
H -4.19478 0.28138 -3.78057 -0.007 0.001 -0.013 0.00
H -4.81525 3.20868 -1.46006 -0.002 0.002 0.007 0.00
H -4.77861 2.74241 -3.16412 -0.002 -0.009 0.001 0.00
H -3.26915 2.84834 -2.25517 0.007 0.010 -0.001 0.00
S -0.05118 2.85055 -4.23903 -0.009 -0.020 -0.015 0.20
C 0.59293 3.74433 -2.87584 0.044 -0.069 0.108 0.00
C 1.17783 2.97253 -1.96125 0.010 0.144 0.051 0.03
C 1.25041 1.52309 -2.29346 -0.098 -0.294 0.372 0.04
C 0.42024 1.36831 -3.51503 -0.125 -0.109 -0.110 0.31
C -0.21897 0.13681 -3.80598 0.065 0.042 0.097 0.05
C -0.72223 -0.23670 -5.06536 -0.004 0.009 -0.005 0.06
C -1.32513 -1.45897 -5.21948 -0.006 0.005 -0.019 0.01
C -1.42612 -2.31897 -4.12215 -0.006 -0.021 0.013 0.08
C -0.93368 -1.89986 -2.90786 -0.031 0.079 -0.035 0.00
N -0.36142 -0.69994 -2.73356 -0.064 0.146 -0.030 0.09
H 0.49822 4.81856 -2.86290 -0.005 0.023 -0.019 0.00
H 1.66613 3.37888 -1.08612 -0.088 -0.060 -0.076 0.00
H -0.59471 0.43893 -5.90008 -0.012 0.002 -0.006 0.00
H -1.70474 -1.76078 -6.18653 -0.004 0.000 -0.008 0.00
H -1.88413 -3.29332 -4.20681 0.000 -0.005 0.000 0.00
H -0.99603 -2.52978 -2.03174 -0.006 -0.027 0.035 0.00
C 5.10966 -4.33151 -1.27505 0.007 0.002 0.005 0.00
C 3.99625 -3.33268 -1.20225 0.003 -0.029 -0.014 0.00
C 3.20647 -3.02410 -2.30173 0.006 0.014 -0.012 0.00
C 2.21348 -2.07225 -2.19750 -0.042 0.065 0.000 0.00
N 1.93329 -1.41169 -1.06281 0.030 -0.092 0.024 0.00
C 2.66411 -1.74516 0.01238 -0.004 0.025 0.001 0.00
C 3.69486 -2.66128 -0.02459 -0.048 -0.014 0.038 0.00
H 5.13174 -4.83471 -2.23921 0.001 -0.002 -0.004 0.00
H 5.00462 -5.08338 -0.49253 0.002 -0.002 0.003 0.00
H 6.07060 -3.83729 -1.12525 0.006 0.002 0.000 0.00
H 3.36701 -3.50883 -3.25531 0.001 -0.002 -0.007 0.00
H 1.62424 -1.82129 -3.06567 0.036 0.025 0.002 0.00
H 2.40977 -1.25558 0.94083 -0.016 0.013 0.010 0.00
H 4.25273 -2.85481 0.88263 -0.004 -0.004 0.007 0.00
Cl 3.59257 2.19067 -3.65902 0.004 -0.044 0.029 0.00
C 2.71378 1.13117 -2.47845 0.064 0.193 -0.057 0.03
H 3.25125 1.21880 -1.53717 0.010 -0.016 0.034 0.00
H 2.83770 0.13897 -2.87969 -0.041 -0.159 -0.038 0.00